(1)
Density functional theory data (ωB97M-V/def2-TZVPD) for a molecular structure, C43H58N6PbS2.

Output
Lowest unoccupied orbital energy (alpha / beta)   -7.562 / -7.562 eV
HOMO-LUMO gap (alpha / beta)   4.560 / 4.559 eV
Energy   -81374.1938 eV
Total charge   +2
E_HOMO (alpha / beta)   -12.1 / -12.1 eV

Positions of all 110 atoms, in Å:
Pb  -0.14598  -0.20573  0.77434
C  -2.49948  -5.56493  -2.00116
C  -3.12798  -4.56453  -1.03526
N  -2.31418  -4.38613  0.14904
C  -1.57878  -3.31943  0.45064
S  -1.64338  -1.93713  -0.57776
N  -0.84468  -3.37443  1.53814
N  -0.03848  -2.43313  1.94714
C  0.78512  -2.61783  2.92424
C  0.85772  -3.93253  3.63254
C  1.64652  -1.51793  3.34204
C  2.65282  -1.72363  4.29364
C  3.42132  -0.65473  4.71434
C  3.14872  0.60857  4.20874
C  2.14022  0.72657  3.26524
N  1.44112  -0.30273  2.81484
H  -3.16088  -5.72743  -2.84766
H  -2.32238  -6.51923  -1.50916
H  -1.55428  -5.18623  -2.38346
H  -4.11618  -4.91133  -0.72086
H  -3.24278  -3.59213  -1.51786
H  -2.19768  -5.19963  0.73814
H  0.02462  -4.55173  3.31114
H  0.80822  -3.79483  4.70894
H  1.78742  -4.44293  3.38764
H  2.84512  -2.70283  4.69594
H  4.21762  -0.79833  5.42924
H  3.70422  1.47407  4.53564
H  1.87902  1.69577  2.85914
C  3.22662  2.06407  0.05784
C  4.38102  1.11217  -0.26206
C  5.00932  1.45457  -1.62156
C  4.09332  -0.37573  -0.24886
C  5.19672  -1.18723  -0.01146
C  5.14192  -2.55633  -0.16906
C  3.97012  -3.13913  -0.60846
C  2.83972  -2.37583  -0.84906
C  1.65342  -3.04653  -1.49296
C  1.99912  -3.28753  -2.96766
C  1.30002  -4.37963  -0.83046
C  2.88642  -0.98813  -0.62906
N  1.75222  -0.17563  -0.84986
C  1.57662  0.27647  -2.04026
C  0.66962  1.23257  -2.59656
C  1.06242  1.64717  -3.88606
C  0.35172  2.54387  -4.64446
C  -0.83638  3.06227  -4.13186
C  -1.24678  2.70717  -2.87796
C  -0.51898  1.81017  -2.03896
N  -0.91148  1.68717  -0.76686
C  -2.15108  2.17057  -0.37866
C  -3.38268  1.68237  -0.89846
C  -4.56538  2.26937  -0.47306
C  -4.58278  3.26287  0.48894
C  -3.38938  3.73207  1.00914
C  -2.17568  3.22177  0.57604
C  -0.88058  3.92527  0.92384
C  -0.63408  5.02887  -0.14586
C  -0.85828  4.69817  2.20074
C  -3.47368  0.52747  -1.86336
C  -3.97658  0.95087  -3.24806
C  -4.41538  -0.54653  -1.30526
H  3.62982  3.00027  0.44054
H  2.57532  1.62907  0.81024
H  2.62762  2.29777  -0.81956
H  5.15752  1.27247  0.49364
H  4.27882  1.37607  -2.42326
H  5.82702  0.77187  -1.83576
H  5.40012  2.46857  -1.61316
H  6.12922  -0.72453  0.27034
H  6.01462  -3.16103  0.00544
H  3.94242  -4.19953  -0.79226
H  0.78532  -2.38203  -1.44356
H  2.89132  -3.90433  -3.04026
H  2.18942  -2.35123  -3.48756
H  1.18122  -3.80083  -3.46546
H  1.97882  -5.16413  -1.15226
H  0.29522  -4.67743  -1.11836
H  1.34812  -4.30743  0.25344
H  2.31102  -0.05963  -2.77726
H  1.97212  1.23407  -4.29646
H  0.70122  2.83267  -5.62006
H  -1.43698  3.73807  -4.71976
H  -2.14418  3.14677  -2.47356
H  -5.50018  1.94097  -0.89776
H  -5.51918  3.68667  0.81834
H  -3.42688  4.52547  1.73814
H  -0.05678  3.20787  0.87244
H  -1.48858  5.69877  -0.21126
H  -0.48898  4.55077  -1.11186
H  0.25512  5.61247  0.07784
H  -1.59288  5.49597  2.26214
H  0.13272  5.03207  2.49554
H  -1.19048  3.91917  3.17404
H  -2.48298  0.07677  -1.97406
H  -4.89328  1.52717  -3.16936
H  -4.18298  0.05977  -3.83266
H  -3.23778  1.54007  -3.78206
H  -5.44028  -0.19513  -1.25446
H  -4.10978  -0.85483  -0.30886
H  -4.39568  -1.41003  -1.96356
C  -1.50478  3.75677  4.30354
S  -1.56978  1.08127  2.68794
C  -3.22718  0.36637  2.63354
H  -0.98568  2.86147  4.62014
H  -2.57738  3.61507  4.29484
H  -1.20518  4.63427  4.86094
H  -3.91848  1.08357  2.20414
H  -3.50938  0.15177  3.65804
H  -3.22228  -0.55233  2.06114

(2)
Density functional theory data (ωB97M-V/def2-TZVPD) for a molecular structure, C34H34As2Br2N5OSeTeTi.

Output
Lowest unoccupied orbital energy (alpha / beta)   -6.429 / -6.446 eV
HOMO-LUMO gap (alpha / beta)   5.924 / 5.916 eV
<S²>   0.754
Energy   -402813.8901 eV
Total charge   +2
E_HOMO (alpha / beta)   -12.4 / -12.4 eV
Multiplicity   2

Positions of all 81 atoms, in Å:
Ti  -0.86280  0.14540  -0.62640
Se  -5.86410  2.37850  4.46320
N  -4.14460  2.63500  4.26710
C  -3.73940  2.08690  3.13680
C  -2.39000  2.11010  2.64970
C  -1.34170  2.72560  3.32940
C  -0.07050  2.69170  2.77040
C  0.11210  2.06600  1.54790
N  -0.87920  1.49560  0.86220
C  -2.12830  1.48490  1.40450
C  -3.17490  0.87050  0.64820
N  -2.84310  0.35540  -0.56920
C  -3.81580  -0.13970  -1.34020
C  -5.14020  -0.18780  -0.94690
C  -5.50210  0.31060  0.29880
C  -4.51450  0.85950  1.11070
C  -4.78140  1.45870  2.38460
N  -5.97480  1.51960  2.94520
H  -1.54400  3.21680  4.26770
H  0.76860  3.14640  3.27140
H  1.09950  2.02760  1.08800
H  -3.51580  -0.50330  -2.32180
H  -5.87460  -0.60560  -1.61540
H  -6.52420  0.30540  0.64280
C  -1.00920  -0.86110  -4.10020
C  -1.29840  -1.92630  -3.09500
C  -1.72320  -3.19760  -3.51750
C  -1.96280  -4.19720  -2.60820
C  -1.78750  -3.93470  -1.23830
C  -2.01390  -4.86350  -0.19230
Br  -2.54290  -6.64270  -0.60070
C  -1.88590  -4.48880  1.12650
C  -1.51510  -3.18600  1.45770
Br  -1.44880  -2.59310  3.25510
C  -1.21570  -2.24990  0.47010
O  -0.82400  -1.02290  0.72500
C  -1.37000  -2.62400  -0.89010
N  -1.12460  -1.63740  -1.80500
H  -1.60400  -1.00740  -4.99980
H  0.04570  -0.90350  -4.39400
H  -1.21540  0.13820  -3.69250
H  -1.85280  -3.38490  -4.57150
H  -2.28310  -5.17360  -2.93120
H  -2.08780  -5.20650  1.90450
C  3.28710  1.19210  -0.82670
As  1.59790  0.33010  -1.42260
C  2.36260  -1.38760  -1.99060
C  1.55050  1.34980  -3.12840
C  2.62720  1.27680  -4.01000
C  2.69300  2.09580  -5.12390
C  1.69250  3.02620  -5.35580
C  0.61350  3.10800  -4.49070
C  0.52570  2.27110  -3.38240
As  -0.96400  2.35780  -2.09700
C  -2.40780  3.24030  -3.12050
C  -0.30990  3.93890  -1.12840
H  3.96710  1.23600  -1.68230
H  3.74940  0.60950  -0.02600
H  3.11540  2.21100  -0.47220
H  3.17990  -1.24710  -2.70100
H  1.59600  -2.01740  -2.44610
H  2.75900  -1.89650  -1.10960
H  3.43720  0.57910  -3.82220
H  3.53120  2.01700  -5.79720
H  1.75760  3.68730  -6.20310
H  -0.16350  3.84020  -4.67400
H  -2.08780  4.20900  -3.51770
H  -3.24670  3.41440  -2.43720
H  -2.76420  2.61400  -3.94390
H  -0.23040  4.79640  -1.80420
H  0.68140  3.73220  -0.71220
H  -0.99010  4.19090  -0.30920
C  3.88460  -1.82430  1.92710
Te  1.85730  -1.05050  1.86840
C  2.30030  0.27600  3.52570
H  4.61120  -1.02610  1.83060
H  4.02520  -2.54150  1.12600
H  4.04100  -2.32480  2.87320
H  2.88330  -0.28220  4.24680
H  1.37390  0.59710  3.98680
H  2.87330  1.13550  3.19180

(3)
Density functional theory data (ωB97M-V/def2-TZVPD) for a molecular structure, C10H11HgIN4O2Se3Te.

Output
Lowest unoccupied orbital energy (alpha / beta)   2.033 / 0.918 eV
HOMO-LUMO gap (alpha / beta)   6.223 / 5.181 eV
<S²>   0.757
Energy   -236214.7393 eV
Total charge   -1
E_HOMO (alpha / beta)   -4.2 / -4.3 eV
Multiplicity   2

Positions of all 33 atoms, in Å:
Hg  0.43078  0.94684  -1.70340
Se  2.07802  -0.69181  0.69933
Se  0.81753  0.48820  2.27564
Te  1.38896  2.76608  1.38876
Se  -0.00552  4.30466  2.55796
I  -3.05063  -5.62898  1.36589
C  -2.00042  -4.17970  0.34685
C  -0.97991  -3.39109  0.83036
N  -0.65932  -2.54960  -0.16300
N  -1.38518  -2.74421  -1.26716
C  -2.21262  -3.73608  -0.96890
H  -0.48023  -3.34470  1.78300
H  0.09061  -1.84335  -0.10864
H  -2.93289  -4.08894  -1.69034
O  -1.95531  0.45077  -4.27809
C  -2.62901  -0.72627  -3.89323
N  -4.04829  -0.50962  -3.71011
C  -4.78619  -0.56914  -2.56580
O  -6.00364  -0.66683  -2.60559
C  -4.07140  -0.44070  -1.26113
C  -4.45857  -1.24150  -0.19554
C  -3.78289  -1.12000  1.00377
C  -2.75892  -0.18625  1.09711
N  -2.40627  0.61708  0.09882
C  -3.05491  0.48186  -1.05295
H  -1.29940  0.68073  -3.60185
H  -2.20715  -1.16262  -2.98813
H  -2.51624  -1.44932  -4.70403
H  -4.62365  -0.51463  -4.53848
H  -5.26721  -1.94948  -0.32512
H  -4.03090  -1.74219  1.85350
H  -2.19354  -0.06875  2.01498
H  -2.76301  1.15944  -1.84920

(4)
Density functional theory data (ωB97M-V/def2-TZVPD) for a molecular structure, C35H35IrN5P2Se2Si.

Output
Lowest unoccupied orbital energy (alpha / beta)   -7.531 / -8.721 eV
HOMO-LUMO gap (alpha / beta)   5.205 / 4.014 eV
<S²>   0.794
Energy   -204288.1108 eV
Total charge   +2
E_HOMO (alpha / beta)   -12.7 / -12.7 eV
Multiplicity   2

Positions of all 81 atoms, in Å:
Ir  -2.68985  -0.77294  -1.05519
Se  2.79425  -1.02368  2.15032
P  3.05935  -1.18186  0.05244
C  3.78741  0.29271  -0.69162
C  4.76201  0.97004  0.04042
C  5.37563  2.08889  -0.49988
C  5.01428  2.53921  -1.76277
C  4.04384  1.86712  -2.49244
C  3.43033  0.73975  -1.96432
C  3.94143  -2.62709  -0.53000
C  4.73589  -2.56010  -1.67138
C  5.38242  -3.70172  -2.12043
C  5.23372  -4.89830  -1.43518
C  4.44304  -4.96253  -0.29393
C  3.79721  -3.82771  0.16458
C  1.39463  -1.27471  -0.64486
C  0.19283  -0.98327  -0.02411
N  -0.73264  -1.07244  -1.01701
N  -0.14517  -1.41747  -2.15100
N  1.13713  -1.53443  -1.94660
P  -0.39117  -0.58358  1.60573
Se  -2.64562  -0.80290  1.27822
C  -0.20782  -1.76351  2.92944
C  -0.42107  -3.11326  2.65492
C  -0.28461  -4.03816  3.67418
C  0.03956  -3.61367  4.95750
C  0.23315  -2.26527  5.22669
C  0.11565  -1.32984  4.21245
C  -0.09130  1.12178  2.03029
C  0.93038  1.84376  1.41682
C  1.13777  3.16642  1.77557
C  0.33965  3.75986  2.74392
C  -0.68348  3.04135  3.35195
C  -0.90807  1.72318  2.99213
H  5.02936  0.62769  1.03257
H  6.13790  2.60823  0.06505
H  5.49634  3.41247  -2.18211
H  3.77532  2.20992  -3.48321
H  2.70013  0.20069  -2.55286
H  4.85866  -1.62641  -2.20444
H  6.00664  -3.65387  -3.00218
H  5.74431  -5.78519  -1.78599
H  4.34235  -5.89535  0.24403
H  3.20439  -3.86140  1.07084
H  -0.66969  -3.44220  1.65225
H  -0.43107  -5.08994  3.47043
H  0.14450  -4.34016  5.75187
H  0.49055  -1.94212  6.22593
H  0.31031  -0.28428  4.41272
H  1.57980  1.37668  0.68643
H  1.93863  3.72548  1.31035
H  0.51609  4.78815  3.03070
H  -1.30380  3.50634  4.10595
H  -1.71257  1.17064  3.46352
C  -6.22988  -2.15100  -0.83112
C  -5.95631  -0.72139  -1.14902
C  -6.99090  0.21723  -1.34398
C  -6.70196  1.54173  -1.60825
C  -5.38046  1.97400  -1.70346
C  -4.40795  1.00230  -1.53448
N  -4.70962  -0.29952  -1.25728
N  -3.04324  1.06084  -1.53165
Si  -1.94758  2.52182  -1.90241
C  -2.63755  3.26282  -3.45452
C  -2.13071  3.57672  -0.39244
C  -0.23902  1.87067  -2.15393
H  -6.82876  -2.60187  -1.62356
H  -6.80616  -2.22590  0.09210
H  -5.30698  -2.71567  -0.72028
H  -8.01603  -0.11891  -1.27151
H  -7.50712  2.25224  -1.73820
H  -5.12674  3.00582  -1.89230
H  -3.63421  3.69004  -3.35466
H  -2.64441  2.54886  -4.27985
H  -1.97177  4.08156  -3.74314
H  -3.15764  3.91122  -0.23299
H  -1.50627  4.46795  -0.49571
H  -1.79878  3.04303  0.50032
H  -0.19660  1.01842  -2.83190
H  0.24312  1.60375  -1.21121
H  0.35458  2.67224  -2.60329

(5)
Density functional theory data (ωB97M-V/def2-TZVPD) for a molecular structure, C19H20IrN4Se.

Output
Lowest unoccupied orbital energy (alpha / beta)   -2.741 / -4.361 eV
HOMO-LUMO gap (alpha / beta)   5.053 / 6.791 eV
<S²>   6.038
Energy   -94163.7087 eV
Total charge   +1
E_HOMO (alpha / beta)   -7.8 / -11.2 eV
Multiplicity   5

Positions of all 45 atoms, in Å:
Ir  8.36797  9.03995  11.58510
C  5.42167  10.03066  11.80279
C  5.01348  9.12457  10.67047
C  5.67878  7.80842  10.80347
C  4.89716  6.68871  10.44056
C  5.12849  5.40541  10.94538
C  6.35140  5.22956  11.56475
C  7.19754  6.32055  11.81354
N  6.86780  7.57809  11.50236
N  6.79061  10.64127  11.55673
C  7.05826  11.50369  12.74524
C  7.51651  10.63133  13.81948
C  7.83842  11.19940  15.12202
C  8.23528  10.40648  16.14991
C  8.55716  9.06425  15.81757
C  8.20153  8.53051  14.56753
N  7.81465  9.31803  13.50956
C  6.80379  11.38229  10.21821
C  7.59068  10.62276  9.22345
C  7.58702  10.93047  7.88323
C  8.28601  10.14186  6.97591
C  9.12568  9.10262  7.47199
C  9.29396  9.02703  8.85357
N  8.44139  9.62607  9.66004
H  5.46467  9.49881  12.82893
H  4.75607  10.91085  11.85055
H  5.20651  9.56579  9.66212
H  3.92656  9.05161  10.88025
H  3.91681  6.79820  9.92287
H  4.36055  4.60396  10.83533
H  6.64140  4.28077  11.97120
H  8.17912  6.22953  12.30444
H  6.08468  11.94497  12.97033
H  7.84245  12.28370  12.50896
H  7.54548  12.26712  15.23216
H  8.26632  10.79583  17.16238
H  8.93454  8.39136  16.56954
H  8.29369  7.44397  14.39110
H  7.23674  12.38263  10.25841
H  5.79734  11.48621  9.78728
H  6.94831  11.77695  7.49156
H  8.17349  10.26421  5.82933
H  9.70343  8.40416  6.81741
H  10.01056  8.35105  9.28696
Se  10.33370  7.92538  11.81501

(6)
Density functional theory data (ωB97M-V/def2-TZVPD) for 2 unconnected molecules or ions with the total composition H3OPS2.

Output
Lowest unoccupied orbital energy (alpha / beta)   -2.304 / -0.270 eV
HOMO-LUMO gap (alpha / beta)   7.020 / 8.568 eV
Energy   -33052.9034 eV
E_HOMO (alpha / beta)   -9.3 / -8.8 eV

Positions of all 7 atoms, in Å:
O  1.21520  1.56411  -0.79552
P  -0.35590  1.25411  -0.24836
S  -1.44914  2.89696  -0.05675
S  -1.12851  -0.00470  -1.74345
H  1.39595  2.53554  -0.84075
H  0.56072  -0.76904  1.92292
H  -2.12641  -0.24639  -0.94408

(7)
Density functional theory data (ωB97M-V/def2-TZVPD) for 3 unconnected molecules or ions with the total composition C3H14N2O2.

Output
Lowest unoccupied orbital energy   0.551 eV
HOMO-LUMO gap   9.637 eV
Energy   -10412.9703 eV
SMILES   CCNCN.O.O
E_HOMO   -9.1 eV

Positions of all 21 atoms, in Å:
C  -1.74634  -2.06974  -0.24855
C  -1.04692  -0.94903  0.50600
N  -0.29932  -0.11328  -0.46712
C  0.46281  0.95855  0.13974
N  1.53662  1.41047  -0.73079
H  -2.47963  -1.68029  -0.95428
H  -2.26352  -2.71514  0.44903
H  -1.00430  -2.60455  -0.82549
H  -1.63089  -0.31159  1.17514
H  -0.25764  -1.43717  1.08256
H  -1.00476  0.32012  -1.05933
H  0.78028  0.68640  1.14095
H  -0.18256  1.80689  0.33929
H  1.96104  0.56126  -1.11509
H  2.27969  1.78434  -0.15112
O  -0.18123  1.94632  3.17250
H  0.60739  2.38689  3.51987
H  -0.91636  2.32313  3.66404
O  1.17969  -1.20152  -2.73292
H  1.32556  -2.14714  -2.82710
H  0.60544  -1.07821  -1.95379

(8)
Density functional theory data (ωB97M-V/def2-TZVPD) for 2 unconnected molecules or ions with the total composition C8H4Br2O3.

Output
Lowest unoccupied orbital energy   0.493 eV
HOMO-LUMO gap   8.531 eV
Energy   -154586.1640 eV
SMILES   O=C=C1C(Br)=C(Br)[C@H]2C[C@@H]12.O=C=O
E_HOMO   -8.0 eV

Positions of all 17 atoms, in Å:
O  0.17952  3.35636  0.90880
C  0.16581  2.22404  0.74425
C  -0.05113  0.96516  0.58031
C  0.84925  -0.11734  0.85715
Br  2.56763  0.15996  1.62361
C  0.38371  -1.27846  0.34816
Br  1.24128  -2.92250  0.53666
C  -0.88893  -1.11696  -0.31616
C  -1.97519  -0.65109  0.77280
C  -1.28245  0.37226  -0.04958
H  -1.20211  -1.82856  -1.08307
H  -1.75262  -0.80188  1.74120
H  -2.99597  -0.78674  0.56902
H  -1.56285  1.08499  -0.77144
O  2.19935  1.60147  -2.22986
C  2.12886  0.44675  -2.13517
O  1.99582  -0.70748  -2.09667